Entry 1:
Entry from OMol25: a molecular structure, C26H53N2O8PSi2 (ωB97M-V/def2-TZVPD).

```
92
Properties=species:S:1:pos:R:3:mulliken_charge:R:1
C -0.413 3.379 1.627 -0.61
C -0.311 1.955 1.111 0.51
Si -1.839 1.207 0.210 0.07
C -1.856 1.698 -1.682 -0.53
O -0.517 1.970 -2.231 -0.30
C -0.162 3.396 -2.162 -0.39
O -2.116 -0.503 0.500 -0.72
Si -0.672 -1.473 0.222 0.54
C 0.610 -1.349 1.705 -0.23
C -0.269 -1.039 3.054 0.57
C 0.444 -1.542 4.461 -0.61
C 1.475 -0.364 4.953 -0.54
C 0.938 0.522 6.224 -0.83
C -0.155 1.686 5.841 0.54
C -1.321 1.889 7.008 -0.48
C -2.693 2.398 6.257 -0.78
C -1.283 -3.340 0.270 -0.22
C -2.773 -3.503 0.943 -0.48
O -3.878 -2.956 0.137 -0.27
C -3.919 -3.539 -1.216 0.22
O -4.004 -4.838 -1.518 -0.51
O 0.070 -1.261 -1.356 -0.65
C 1.325 -0.498 -1.292 0.01
C 2.670 -1.388 -1.000 -0.42
C 2.509 -3.000 -1.248 -0.54
P -3.620 2.253 1.077 1.10
O -4.957 1.425 0.833 -0.67
O -3.324 2.296 2.825 -0.55
O -3.771 3.904 0.528 -0.57
H -1.335 4.077 1.452 0.15
H 0.497 3.813 2.237 0.25
H 0.725 1.434 1.281 -0.03
H -2.578 2.641 -1.800 0.41
H -2.361 0.841 -2.315 0.25
H -0.928 4.063 -1.564 0.25
H 0.886 3.457 -1.594 0.15
H 0.065 3.817 -3.254 0.09
H 1.118 -2.427 1.777 0.41
H 1.482 -0.599 1.492 0.11
H -0.620 0.072 3.162 -0.50
H -1.267 -1.687 2.961 -0.21
H 0.970 -2.580 4.255 0.34
H -0.382 -1.655 5.293 0.33
H 1.796 0.391 4.115 0.24
H 2.465 -0.911 5.310 0.32
H 0.469 -0.133 7.088 0.31
H 1.893 1.055 6.696 0.31
H -0.721 1.501 4.825 -0.60
H 0.404 2.732 5.747 0.25
H -1.510 0.870 7.563 0.28
H -1.029 2.732 7.795 0.27
H -2.362 3.146 5.388 0.14
H -3.216 1.471 5.767 0.20
H -3.422 2.990 6.971 0.35
H -1.172 -3.793 -0.803 0.07
H -0.536 -3.953 0.970 0.33
H -2.847 -2.994 2.019 0.19
H -2.980 -4.662 1.103 0.36
H -3.887 -2.771 -2.125 0.31
H 1.326 0.399 -0.541 -0.13
H 1.473 -0.016 -2.373 0.38
H 3.529 -0.976 -1.700 0.46
H 3.065 -1.252 0.117 0.12
H 3.614 -3.428 -1.393 0.40
H 1.905 -3.265 -2.217 -0.04
H 2.101 -3.530 -0.272 0.12
H -2.379 1.956 3.004 0.31
H -4.521 4.012 -0.141 0.34
C 1.877 6.991 -5.430 -1.12
C 3.182 6.419 -5.976 -0.42
C 3.353 4.930 -5.669 -0.29
C 3.365 4.714 -4.165 0.25
N 3.375 4.535 -2.917 -0.53
H 1.833 6.928 -4.339 0.34
H 1.784 8.048 -5.698 0.32
H 1.013 6.458 -5.842 0.30
H 4.021 6.985 -5.554 0.29
H 3.208 6.567 -7.061 0.31
H 4.295 4.566 -6.092 0.29
H 2.536 4.350 -6.110 0.27
C -0.299 -6.376 -3.173 -0.78
C 0.335 -6.837 -4.482 -0.51
C 1.861 -6.917 -4.407 -0.42
C 2.433 -5.544 -4.092 0.38
N 2.907 -4.406 -3.831 -0.57
H 0.017 -5.363 -2.905 0.05
H -1.390 -6.361 -3.265 0.34
H -0.035 -7.050 -2.350 0.31
H 0.038 -6.148 -5.282 0.30
H -0.063 -7.824 -4.742 0.33
H 2.266 -7.265 -5.363 0.31
H 2.171 -7.624 -3.630 0.28
```

- Spin multiplicity: 1

***

Entry 2:
Entry from OMol25: 4 unconnected molecules or ions with the total composition C26H53NO6 (ωB97M-V/def2-TZVPD).

```
86
Properties=species:S:1:pos:R:3:mulliken_charge:R:1
C 7.700 -2.090 -0.001 -0.82
O 6.925 -0.940 0.178 -0.30
C 6.066 -0.653 -0.915 -0.49
C 6.072 0.848 -1.181 -0.98
C 4.947 1.638 -0.514 -0.24
C 3.539 1.185 -0.905 -0.46
C 2.476 2.118 -0.296 -0.82
C 1.214 2.280 -1.149 -1.02
C 0.005 1.485 -0.607 -0.31
C -0.964 1.099 -1.736 -0.95
C -2.424 1.038 -1.303 -0.91
C -2.722 0.107 -0.120 -0.76
C -3.214 -1.290 -0.481 -0.29
C -2.239 -2.132 -1.300 -0.17
N -1.597 -3.185 -0.457 -0.29
C -0.431 -3.651 -1.114 0.62
O -0.440 -4.400 -2.092 -0.55
O 0.750 -3.227 -0.543 -0.51
H 8.216 -2.096 -0.963 0.35
H 8.449 -2.133 0.781 0.23
H 7.104 -3.004 0.057 0.31
H 6.417 -1.179 -1.802 0.42
H 5.065 -1.018 -0.702 0.25
H 6.091 1.063 -2.246 0.44
H 7.011 1.214 -0.774 0.39
H 5.026 1.587 0.565 -0.13
H 5.035 2.674 -0.830 0.51
H 3.374 0.182 -0.522 0.10
H 3.448 1.162 -1.989 0.33
H 2.218 1.747 0.692 0.42
H 2.932 3.094 -0.152 0.50
H 0.915 3.324 -1.150 0.33
H 1.395 1.986 -2.178 0.51
H -0.524 2.113 0.104 0.29
H 0.385 0.600 -0.103 0.29
H -0.609 0.170 -2.177 0.38
H -0.871 1.851 -2.517 0.50
H -2.712 2.039 -0.997 0.40
H -3.068 0.792 -2.146 0.35
H -3.521 0.577 0.449 0.36
H -1.875 0.063 0.561 0.37
H -4.171 -1.242 -0.990 0.01
H -3.389 -1.826 0.450 0.49
H -1.471 -1.527 -1.776 -0.04
H -2.766 -2.636 -2.103 0.24
H -1.327 -2.784 0.433 0.29
H 0.675 -2.295 -0.323 0.34
C -4.299 -5.661 -0.946 -0.42
C -5.561 -6.507 -1.096 -0.63
C -6.228 -6.313 0.259 -0.48
O -5.865 -5.003 0.703 -0.46
C -4.815 -4.490 -0.123 0.13
H -3.860 -5.351 -1.892 0.30
H -3.540 -6.209 -0.384 0.31
H -6.194 -6.101 -1.889 0.27
H -5.364 -7.554 -1.322 0.37
H -5.863 -7.043 0.990 0.28
H -7.316 -6.385 0.214 0.28
H -5.234 -3.706 -0.767 0.02
H -4.045 -4.048 0.505 0.02
C -7.528 1.793 -0.419 -0.63
C -7.371 3.179 0.199 -0.57
C -5.906 3.167 0.613 -0.51
O -5.228 2.330 -0.330 -0.30
C -6.186 1.611 -1.112 -0.08
H -8.370 1.710 -1.105 0.36
H -7.653 1.044 0.366 0.28
H -7.543 3.949 -0.557 0.26
H -8.042 3.367 1.035 0.34
H -5.779 2.739 1.613 0.28
H -5.451 4.158 0.600 0.30
H -6.199 2.032 -2.123 0.24
H -5.879 0.566 -1.178 0.01
C 7.255 3.162 3.471 -0.62
C 6.754 4.487 4.039 -0.56
C 5.499 4.723 3.208 -0.42
O 4.979 3.431 2.888 -0.37
C 5.948 2.429 3.207 0.06
H 7.916 2.616 4.141 0.37
H 7.787 3.334 2.532 0.27
H 6.491 4.368 5.093 0.27
H 7.472 5.301 3.958 0.34
H 5.734 5.247 2.275 0.27
H 4.736 5.292 3.740 0.27
H 5.608 1.888 4.097 0.24
H 6.020 1.722 2.382 -0.06
```

- SMILES string: COCCCCCCCCCCCCNC(=O)O.C1CCOC1.C1CCOC1.C1CCOC1
- Energy relative to the best compared isomer or geometry (same formula, charge and spin): 0.0 kJ/mol
- Spin multiplicity: 1

***

The calculation returns the following frontier orbital gap values, one per record and in order: 9.184 9.815 eV.
The calculation returns the following max |F| values, one per record and in order: 10.25 3.13 eV/Å.
The calculation returns the following E_HOMO values, one per record and in order: -9.2827 -9.2887 eV.